A single C5H4ClNS molecule. Source: OMol25; level of theory: ωB97M-V/def2-TZVPD.

Structure (XYZ):
```
12
C5H4ClNS, DFT ωB97M-V/def2-TZVPD
Cl 3.05172 -1.32351 -0.00809
S -2.70053 -1.27169 -0.04297
N -1.87126 0.21923 0.00629
C 0.32811 -0.96647 -0.01252
C -0.59920 0.16704 -0.00280
C 1.58442 -0.47125 -0.05271
C 1.54405 1.01241 -0.06440
C 0.25577 1.39214 -0.01255
H -3.93109 -0.74414 0.11821
H 0.05320 -2.02476 0.04928
H -0.16039 2.40320 0.02504
H 2.44520 1.60780 -0.00279
```

Values from the calculation:
* SMILES string: S/N=C1/C=CC(Cl)=C1
* charge: 0
* largest force on an atom: 1.209 eV/A
* HOMO-LUMO gap: 0.3025 Eh
* total energy: -30095.911 eV
* energy above the lowest of the compared OMol25 structures with the same formula, charge and spin: 102.85 kJ/mol